Here is a structure of composition C21H47N5O2P2Ti at a distorted geometry from the Open Molecules 2025 dataset. Energies are from ωB97M-V with the def2-TZVPD basis set.

```
78
C21H47N5O2P2Ti | the Open Molecules 2025 dataset | ωB97M-V with the def2-TZVPD basis set
Ti 0.192 0.343 -0.080
C 0.910 -0.143 -1.884
O 1.396 -0.332 -2.946
C 0.879 2.226 -0.263
O 1.320 3.288 -0.510
P -1.949 0.747 -1.362
C -3.337 1.484 -0.350
H -4.127 1.737 -1.075
C -1.829 1.979 -2.750
H -1.066 2.661 -2.334
C -2.785 -0.817 -1.949
H -2.970 -1.340 -0.994
C 2.444 -2.818 0.144
P 2.173 -1.057 0.752
H 3.348 -1.700 2.694
H 1.528 -3.291 0.529
C 3.822 -0.202 0.470
H 4.565 -0.946 0.801
C -1.272 1.426 -4.064
H -2.012 0.823 -4.611
H -0.362 0.830 -3.940
H -1.011 2.289 -4.698
C -3.082 2.815 -3.053
H -2.828 3.532 -3.849
H -3.434 3.404 -2.204
H -3.908 2.194 -3.425
C -4.129 -0.568 -2.641
H -4.858 -0.043 -2.012
H -4.572 -1.546 -2.885
H -4.002 -0.015 -3.582
C -1.914 -1.745 -2.798
H -2.412 -2.727 -2.847
H -0.914 -1.898 -2.376
H -1.807 -1.374 -3.824
C -3.909 0.455 0.632
H -4.604 -0.237 0.132
H -4.457 0.961 1.441
H -3.121 -0.163 1.089
C -2.876 2.779 0.326
H -2.017 2.591 0.975
H -3.694 3.176 0.945
H -2.582 3.559 -0.386
C 3.674 -3.493 0.753
H 3.652 -3.556 1.844
H 4.598 -2.984 0.454
H 3.732 -4.524 0.379
C 2.450 -3.054 -1.364
H 3.402 -2.771 -1.827
C 2.035 -0.237 3.529
H 1.645 -2.529 -1.882
H 2.304 -4.131 -1.537
C 1.423 -2.608 3.024
H 1.104 -0.381 4.096
H 2.850 -0.145 4.266
H 1.956 0.723 3.012
C 2.289 -1.424 2.592
H 1.583 -2.781 4.099
H 1.665 -3.545 2.521
H 0.352 -2.400 2.876
C 3.963 1.066 1.321
H 3.115 1.748 1.150
H 4.875 1.595 1.020
H 4.039 0.864 2.394
C 4.075 0.136 -1.000
H 3.832 -0.669 -1.700
H 5.140 0.390 -1.126
H 3.507 1.024 -1.301
H -1.731 -4.202 0.726
H -2.312 -3.966 0.320
N 0.376 3.430 4.222
N -0.344 2.583 3.400
N -1.179 1.650 3.922
C -1.252 0.770 2.922
N -0.429 1.076 1.890
N 0.253 2.191 2.231
H 0.761 4.174 3.648
H -0.238 3.741 4.966
H -1.900 -0.100 2.922
```

DFT total energy   -2782.97007 Eh
E_HOMO (alpha / beta)   -0.816 / -0.816 Eh
LUMO energy (alpha / beta)   -16.99 / -16.97 eV
Kohn-Sham gap (alpha / beta)   0.1914 / 0.1922 Eh
M   511.45 g mol⁻¹
Total charge   +4